No. 1
Molecular formula: C26H30AsBrF3O8RuSSi2Te
Method: DFT, the ωB97M-V functional and the def2-TZVPD basis

Geometry as ORCA input:
```
! RIJCOSX wB97M-V def2-TZVPD def2/J DEFGRID3
* xyz -2 2
Ru 0.763 0.190 -0.258
O 6.844 -0.973 0.231
C 5.710 -0.752 0.567
C 4.435 -1.238 -0.087
O 4.355 -1.883 -1.116
C 3.343 -0.797 0.772
C 3.822 0.056 1.801
O 3.106 0.695 2.614
C 5.302 0.078 1.770
O 6.078 0.603 2.536
O 2.096 -1.179 0.657
C 1.149 2.670 3.308
Te 0.763 0.789 2.340
C -1.236 1.756 2.296
C -1.311 2.531 3.569
C -2.481 2.753 4.290
C -2.461 3.482 5.474
C -1.260 3.990 5.950
C -0.084 3.755 5.246
C -0.098 3.023 4.064
H 1.396 3.398 2.535
H 2.012 2.558 3.960
H -2.077 1.090 2.155
H -1.189 2.435 1.441
H -3.415 2.343 3.919
H -3.379 3.650 6.026
H -1.235 4.552 6.878
H 0.859 4.133 5.626
C -3.462 -3.281 1.029
Si -3.086 -1.650 0.133
C -3.964 -0.327 1.148
C -4.022 -1.712 -1.508
As -0.734 -1.544 0.148
Si -0.371 -3.151 -1.545
C 1.443 -3.607 -1.621
C -0.982 -2.688 -3.276
C -1.336 -4.741 -1.180
H -4.121 -3.938 0.454
H -3.917 -3.099 2.006
H -2.520 -3.806 1.194
H -5.024 -0.575 1.268
H -3.895 0.655 0.669
H -3.516 -0.250 2.141
H -5.079 -1.949 -1.341
H -3.596 -2.473 -2.167
H -3.960 -0.750 -2.028
H 2.023 -3.008 -0.914
H 1.858 -3.418 -2.614
H 1.604 -4.660 -1.369
H -1.743 -1.909 -3.234
H -1.413 -3.567 -3.772
H -0.163 -2.310 -3.895
H -1.068 -5.156 -0.203
H -1.104 -5.488 -1.946
H -2.416 -4.566 -1.185
Br 1.117 0.539 -6.938
C 0.929 0.332 -5.044
C -0.273 0.670 -4.450
C -0.401 0.524 -3.074
C 0.647 0.056 -2.282
C 1.848 -0.277 -2.929
C 1.998 -0.146 -4.307
H -1.097 1.036 -5.049
H -1.345 0.786 -2.608
H 2.685 -0.659 -2.353
H 2.933 -0.394 -4.793
F 1.086 4.803 -2.282
C 1.892 3.740 -2.138
F 3.155 4.180 -2.147
F 1.720 2.951 -3.192
S 1.525 2.902 -0.541
O 0.111 2.518 -0.680
O 1.806 3.951 0.397
O 2.426 1.746 -0.548
*
```

Computed properties:
**Lowest unoccupied orbital energy (spin up / spin down)**: 3.90 / 3.89 eV
**Relative energy (zero: lowest compared OMol25 entry of this formula, charge and spin)**: 69.9 kJ/mol
**Largest force on an atom**: 2.643 eV Å⁻¹
**Orbital gap (spin up / spin down)**: 6.10 / 6.05 eV



No. 2
Molecular formula: C5H17N2O
Method: DFT, the ωB97M-V functional and the def2-TZVPD basis

Geometry as ORCA input:
```
! RIJCOSX wB97M-V def2-TZVPD def2/J DEFGRID3
* xyz 1 1
C 1.039 1.246 0.174
N 0.162 2.150 -0.528
C 0.197 2.064 -1.981
C 0.332 -0.115 0.424
N 1.210 -0.921 1.368
C -2.024 -1.097 1.011
C -1.023 0.050 1.078
H 1.906 1.044 -0.462
H 1.351 1.684 1.125
H 0.245 3.105 -0.222
H 1.177 2.240 -2.414
H -0.487 2.825 -2.346
H -0.206 1.119 -2.355
H 0.238 -0.646 -0.504
H 2.193 -0.834 1.100
H 0.862 -1.877 1.343
H 1.148 -0.475 2.285
H -1.699 -2.126 1.174
H -2.542 -1.086 0.058
H -2.730 -0.945 1.817
H -1.485 0.901 0.618
H -0.906 0.473 2.089
H 0.735 -2.621 -2.237
H -0.221 -3.378 -1.304
O 0.529 -2.778 -1.312
*
```

Computed properties:
**Lowest unoccupied orbital energy**: -3.12 eV
**Relative energy (zero: lowest compared OMol25 entry of this formula, charge and spin)**: 92.8 kJ/mol
**Largest force on an atom**: 1.404 eV Å⁻¹
**Orbital gap**: 9.37 eV



No. 3
Molecular formula: C19H54N2O9
Method: DFT, the ωB97M-V functional and the def2-TZVPD basis

Geometry as ORCA input:
```
! RIJCOSX wB97M-V def2-TZVPD def2/J DEFGRID3
* xyz 0 1
C -1.388 0.498 -4.281
C 0.105 0.100 -4.186
C 0.240 -1.119 -3.281
C 0.708 -0.339 -5.525
C 1.078 0.789 -6.474
C 1.910 1.852 -5.747
C 1.410 2.300 -4.366
C 2.583 2.986 -3.689
C 0.246 3.318 -4.590
N 0.980 1.136 -3.595
O 0.624 1.502 -2.270
H -1.583 1.015 -5.217
H -2.006 -0.384 -4.137
H -1.614 1.160 -3.445
H -0.272 -1.994 -3.703
H 1.265 -1.501 -3.209
H -0.066 -1.032 -2.236
H 1.644 -0.857 -5.307
H 0.007 -1.022 -6.011
H 1.692 0.455 -7.310
H 0.192 1.275 -6.896
H 1.933 2.742 -6.382
H 2.949 1.508 -5.714
H 2.389 3.440 -2.715
H 2.943 3.775 -4.350
H 3.359 2.242 -3.493
H 0.642 4.286 -4.897
H -0.211 3.473 -3.609
H -0.511 2.969 -5.287
H -0.265 1.890 -2.327
C 0.288 0.077 6.213
C 0.994 -1.090 5.494
C 2.508 -0.923 5.648
C 0.604 -2.390 6.237
C 0.852 -3.683 5.442
C 0.210 -3.515 4.093
C 0.684 -2.318 3.255
C 2.116 -2.530 2.760
C -0.280 -2.183 2.089
N 0.497 -1.141 4.118
O 0.666 0.093 3.451
H 0.732 1.004 5.856
H -0.778 0.099 5.987
H 0.370 -0.082 7.288
H 3.138 -1.793 5.481
H 2.890 -0.135 4.980
H 2.722 -0.517 6.640
H 1.013 -2.445 7.246
H -0.484 -2.292 6.377
H 1.948 -3.743 5.409
H 0.496 -4.596 5.916
H -0.874 -3.535 4.224
H 0.421 -4.394 3.468
H 2.187 -3.554 2.384
H 2.945 -2.338 3.441
H 2.390 -1.890 1.912
H -1.295 -2.069 2.473
H -0.213 -3.066 1.451
H -0.101 -1.291 1.486
H 1.630 0.217 3.430
C -2.409 -0.157 -0.166
O -2.601 0.823 -1.174
H -1.745 0.202 0.620
H -3.307 -0.589 0.279
H -1.822 -0.975 -0.606
H -3.095 0.385 -1.880
O -5.294 1.636 0.149
H -5.215 1.263 1.032
H -4.572 1.245 -0.360
O -0.077 2.551 1.349
H 0.389 1.819 0.914
H -0.568 2.135 2.071
O -2.127 1.258 3.246
H -1.325 0.941 3.682
H -2.458 0.490 2.769
O 1.565 0.629 -0.071
H 1.542 1.307 -0.763
H 1.618 -0.198 -0.559
O -4.159 -1.251 -2.723
H -5.073 -1.353 -3.010
H -3.663 -1.895 -3.237
O -1.716 3.448 -0.688
H -2.084 2.577 -0.888
H -1.062 3.265 0.009
*
```

Computed properties:
**Lowest unoccupied orbital energy**: 0.05 eV
**Relative energy (zero: lowest compared OMol25 entry of this formula, charge and spin)**: 28.2 kJ/mol
**Largest force on an atom**: 1.859 eV Å⁻¹
**Orbital gap**: 8.71 eV
**Structure (SMILES)**: CC1(C)CCCC(C)(C)N1O.CC1(C)CCCC(C)(C)N1O.CO.O.O.O.O.O.O



What did the third record say?
Molecular formula: C19H54N2O9
Method: DFT, the ωB97M-V functional and the def2-TZVPD basis

Geometry as ORCA input:
```
! RIJCOSX wB97M-V def2-TZVPD def2/J DEFGRID3
* xyz 0 1
C -1.388 0.498 -4.281
C 0.105 0.100 -4.186
C 0.240 -1.119 -3.281
C 0.708 -0.339 -5.525
C 1.078 0.789 -6.474
C 1.910 1.852 -5.747
C 1.410 2.300 -4.366
C 2.583 2.986 -3.689
C 0.246 3.318 -4.590
N 0.980 1.136 -3.595
O 0.624 1.502 -2.270
H -1.583 1.015 -5.217
H -2.006 -0.384 -4.137
H -1.614 1.160 -3.445
H -0.272 -1.994 -3.703
H 1.265 -1.501 -3.209
H -0.066 -1.032 -2.236
H 1.644 -0.857 -5.307
H 0.007 -1.022 -6.011
H 1.692 0.455 -7.310
H 0.192 1.275 -6.896
H 1.933 2.742 -6.382
H 2.949 1.508 -5.714
H 2.389 3.440 -2.715
H 2.943 3.775 -4.350
H 3.359 2.242 -3.493
H 0.642 4.286 -4.897
H -0.211 3.473 -3.609
H -0.511 2.969 -5.287
H -0.265 1.890 -2.327
C 0.288 0.077 6.213
C 0.994 -1.090 5.494
C 2.508 -0.923 5.648
C 0.604 -2.390 6.237
C 0.852 -3.683 5.442
C 0.210 -3.515 4.093
C 0.684 -2.318 3.255
C 2.116 -2.530 2.760
C -0.280 -2.183 2.089
N 0.497 -1.141 4.118
O 0.666 0.093 3.451
H 0.732 1.004 5.856
H -0.778 0.099 5.987
H 0.370 -0.082 7.288
H 3.138 -1.793 5.481
H 2.890 -0.135 4.980
H 2.722 -0.517 6.640
H 1.013 -2.445 7.246
H -0.484 -2.292 6.377
H 1.948 -3.743 5.409
H 0.496 -4.596 5.916
H -0.874 -3.535 4.224
H 0.421 -4.394 3.468
H 2.187 -3.554 2.384
H 2.945 -2.338 3.441
H 2.390 -1.890 1.912
H -1.295 -2.069 2.473
H -0.213 -3.066 1.451
H -0.101 -1.291 1.486
H 1.630 0.217 3.430
C -2.409 -0.157 -0.166
O -2.601 0.823 -1.174
H -1.745 0.202 0.620
H -3.307 -0.589 0.279
H -1.822 -0.975 -0.606
H -3.095 0.385 -1.880
O -5.294 1.636 0.149
H -5.215 1.263 1.032
H -4.572 1.245 -0.360
O -0.077 2.551 1.349
H 0.389 1.819 0.914
H -0.568 2.135 2.071
O -2.127 1.258 3.246
H -1.325 0.941 3.682
H -2.458 0.490 2.769
O 1.565 0.629 -0.071
H 1.542 1.307 -0.763
H 1.618 -0.198 -0.559
O -4.159 -1.251 -2.723
H -5.073 -1.353 -3.010
H -3.663 -1.895 -3.237
O -1.716 3.448 -0.688
H -2.084 2.577 -0.888
H -1.062 3.265 0.009
*
```

Computed properties:
**Lowest unoccupied orbital energy**: 0.05 eV
**Relative energy (zero: lowest compared OMol25 entry of this formula, charge and spin)**: 28.2 kJ/mol
**Largest force on an atom**: 1.859 eV Å⁻¹
**Orbital gap**: 8.71 eV
**Structure (SMILES)**: CC1(C)CCCC(C)(C)N1O.CC1(C)CCCC(C)(C)N1O.CO.O.O.O.O.O.O



Question: Which of these has the highest largest force on an atom?
Answer: C26H30AsBrF3O8RuSSi2Te



Question: Among the records above, which one has the highest relative energy (zero: lowest compared OMol25 entry of this formula, charge and spin)?
Answer: C5H17N2O



Question: Which formula does entry 3 have?
Answer: C19H54N2O9